one) A single C4H3FO molecule, computed with ωB97M-V/def2-TZVPD.

HOMO level = -9.30 eV

```
! RIJCOSX wB97M-V def2-TZVPD def2/J DEFGRID3
* xyz 0 1
C 0.035 -0.969 0.029
C -1.198 -0.545 0.118
C -0.244 1.294 0.108
C 0.845 0.357 0.066
O -0.533 2.420 0.131
F -2.297 -1.283 -0.095
H 0.317 -1.995 -0.307
H 1.752 0.390 0.844
H 1.323 0.331 -0.895
*
```



two) 2 unconnected molecules or ions with the total composition C4H3FO, computed with ωB97M-V/def2-TZVPD.

HOMO level = -9.20 eV
SMILES = C=C=O.C#CF

```
! RIJCOSX wB97M-V def2-TZVPD def2/J DEFGRID3
* xyz 0 1
C 0.992 -0.266 -1.606
C 1.099 0.871 -1.252
C -0.324 -0.505 1.602
C -1.279 -0.088 0.772
O 0.648 -0.908 2.170
F 1.305 2.009 -0.678
H 0.934 -1.244 -1.977
H -1.651 0.879 0.870
H -1.725 -0.748 0.100
*
```



Which structure is the least stable? The one labeled two).



one) A gas-phase ion, C2H2Cl3O2S (charge -1), computed with ωB97M-V/def2-TZVPD.

HOMO level = -4.60 eV

```
! RIJCOSX wB97M-V def2-TZVPD def2/J DEFGRID3
* xyz -1 1
C 0.775 -0.713 0.253
C 0.315 0.599 -0.192
O -2.421 0.678 0.970
O -2.008 -0.643 -0.949
S -1.847 0.680 -0.399
Cl 2.542 -1.131 0.302
Cl 1.221 1.891 1.043
Cl 0.751 1.030 -1.831
H 0.518 -1.041 1.202
H 0.154 -1.349 -0.400
*
```



two) A gas-phase ion, C2H2Cl3O2S (charge -1), computed with ωB97M-V/def2-TZVPD.

HOMO level = -4.09 eV

```
! RIJCOSX wB97M-V def2-TZVPD def2/J DEFGRID3
* xyz -1 1
C 0.977 -0.232 -0.270
C 0.136 0.934 0.048
O -2.114 -0.244 -1.197
O -0.269 1.824 -0.662
S -1.855 -0.024 0.204
Cl 2.759 0.113 -0.114
Cl -2.036 -2.010 1.245
Cl 0.547 1.421 1.866
H 0.779 -1.199 0.225
H 1.076 -0.585 -1.347
*
```



Which structure is the least stable? The one labeled one).



one) 3 unconnected molecules or ions with the total composition CH2BrNO4, computed with ωB97M-V/def2-TZVPD.

HOMO level = -10.61 eV
SMILES = O=C=O.O=NO.Br

```
! RIJCOSX wB97M-V def2-TZVPD def2/J DEFGRID3
* xyz 0 1
C 2.263 2.040 -1.203
N -2.063 -3.722 0.793
O -1.220 -3.633 -0.327
O -1.491 -3.862 1.799
O 2.171 2.446 -2.304
O 2.170 1.772 -0.081
Br -0.290 4.461 0.655
H -1.813 -3.508 -1.070
H 0.273 4.005 1.738
*
```



two) 2 unconnected molecules or ions with the total composition CH2BrNO4, computed with ωB97M-V/def2-TZVPD.

HOMO level = -10.43 eV

```
! RIJCOSX wB97M-V def2-TZVPD def2/J DEFGRID3
* xyz 0 1
C 0.414 0.266 0.224
N 0.078 -1.128 -0.221
O 0.752 -1.566 -1.100
O -0.747 -1.686 0.458
O -0.186 0.670 1.283
O -0.722 1.063 -1.253
Br 2.106 0.678 -0.345
H -0.903 -0.072 1.562
H -0.793 1.775 -0.607
*
```



Which structure is the least stable? The one labeled two).